The following is a DFT calculation (ωB97M-V/def2-TZVPD) of C24H42Cl3N4O3PdSi as an isolated structure.

The geometry in XYZ format:
```
78
Properties=species:S:1:pos:R:3:forces:R:3:mulliken_charge:R:1
H 4.026 -0.453 -3.485 0.0 0.2 0.2 0.322
C 3.260 -0.638 -0.308 -0.5 0.9 -0.7 -0.255
H 3.515 -3.051 -1.059 -0.1 0.0 -0.4 0.301
C -0.980 6.221 1.638 -0.4 -0.1 0.3 -0.924
C 3.392 -2.447 -1.968 0.1 0.2 -0.1 -0.729
H -0.200 -4.633 -3.343 -0.4 0.1 -0.2 0.297
H 0.987 -5.076 0.027 0.0 0.2 0.1 0.338
H -2.282 -1.662 -2.782 -0.2 -0.2 0.1 0.053
C -1.758 -2.398 -0.400 0.0 -0.4 0.2 0.017
H 2.347 -0.026 -3.112 0.3 -0.2 0.2 -0.209
H 1.671 1.432 -4.730 0.0 0.0 0.4 0.342
H -2.070 -5.484 -5.347 -0.1 -0.1 0.0 0.319
H 4.214 -2.637 -2.675 -0.1 -0.1 0.3 0.336
H -0.671 0.200 -5.244 -0.2 -0.1 0.3 0.189
C -1.286 -2.151 -2.913 0.4 0.2 -0.8 0.305
C 3.361 -0.093 -2.689 -0.5 0.0 -0.2 -0.598
C -1.321 2.908 -2.506 -0.4 0.1 0.2 -0.856
H 1.537 -1.240 1.314 0.0 -0.1 -0.1 -0.247
C -1.254 0.876 -4.616 0.1 0.1 -0.3 -1.364
H -0.408 7.070 1.245 -0.1 -0.3 0.0 0.299
H 2.454 -2.696 -2.483 0.2 0.1 0.2 0.130
H -0.475 -6.164 -5.034 0.0 -0.2 -0.2 0.376
H -1.968 -3.095 -6.187 -0.2 0.2 0.1 0.449
Cl -2.389 1.751 0.618 -0.2 0.0 0.1 -0.686
H -1.636 2.737 -1.454 0.1 0.2 -0.8 0.022
H -1.811 -1.428 -5.577 0.0 -0.7 0.4 0.105
H -0.705 -4.916 -6.259 0.2 0.0 -0.1 0.320
N 0.003 0.021 2.121 -0.6 -0.4 1.2 0.799
H 1.028 -2.743 3.564 -0.2 0.1 0.2 0.471
O 2.971 0.510 0.039 0.8 -1.4 0.0 -0.558
C 0.227 -4.303 -0.072 0.1 0.1 0.0 -1.509
C -1.597 -3.019 0.843 0.3 -0.3 -0.3 -0.512
H -1.524 3.710 1.954 0.2 -0.1 -0.5 0.554
H -1.578 6.589 2.482 0.1 0.0 -0.1 0.329
C -0.619 -4.022 0.998 -0.4 0.3 -0.1 -0.623
C -0.443 3.885 2.018 1.4 -1.5 0.1 -0.109
H -2.368 0.317 4.506 0.1 0.5 -0.2 0.424
O 0.378 2.912 2.085 -1.2 3.9 2.6 -0.872
H -0.798 3.878 -2.562 0.0 -0.5 0.1 0.332
C -0.764 -0.028 3.223 1.4 -0.8 -1.5 0.169
H -3.178 -2.445 -5.045 0.4 0.0 -0.2 0.263
Pd 0.130 1.543 0.669 -0.4 -0.9 -1.6 0.923
H -2.443 1.236 2.935 0.2 -0.1 0.4 0.147
C 0.092 -3.638 -1.299 -0.1 -0.2 0.3 0.270
Si -0.247 1.484 -3.156 -1.1 -0.4 0.4 1.056
C -1.008 -5.243 -5.263 0.2 -0.4 -0.8 -1.711
N -0.064 5.154 2.037 0.1 0.9 0.1 0.305
C 0.842 -1.080 2.111 -1.0 0.4 1.4 0.071
H 1.191 3.068 -4.310 -0.2 -0.2 0.3 0.421
N 3.402 -1.045 -1.600 0.2 0.1 0.7 0.290
H 3.662 0.898 -2.332 0.0 -0.3 0.0 0.367
H -0.520 -4.563 1.948 0.0 0.2 -0.4 0.390
C -2.098 -2.459 -5.303 -0.6 -0.2 -0.3 -1.381
H 2.171 2.164 -3.141 -0.4 0.0 -0.4 0.146
C 0.597 -1.808 3.247 0.2 0.1 -0.9 -0.966
C -0.976 -2.773 -1.509 -0.2 0.4 -0.6 0.210
C -0.753 -4.251 -4.192 -0.6 0.4 0.2 0.295
H 1.212 5.727 3.609 0.1 0.0 -0.4 0.305
C 1.367 2.068 -3.883 0.7 -0.1 -0.1 -1.113
H -2.475 -1.576 -0.497 0.1 -0.4 -0.1 0.170
H -1.527 1.719 -5.257 0.1 0.5 0.1 0.519
H -2.202 0.427 -4.312 0.2 -0.2 0.0 0.355
H -2.222 3.011 -3.143 0.3 -0.3 0.3 0.404
H 1.527 6.501 2.016 0.1 -0.4 0.2 0.321
H -1.667 5.865 0.862 0.2 0.0 0.2 0.334
H 1.968 4.762 2.282 -0.1 0.3 0.1 0.269
Cl 1.123 3.101 -0.864 0.6 1.0 0.1 -0.670
O -0.385 -1.279 -3.429 1.6 1.2 0.4 -0.803
H 0.797 -3.818 -2.117 -0.3 0.0 0.6 0.464
C -1.340 -3.047 -4.153 -0.3 -0.8 1.6 0.337
H 3.429 -1.478 0.400 -0.1 0.2 0.0 0.478
N -0.432 -1.153 3.883 -0.5 -0.7 1.9 -0.023
C 1.253 5.560 2.518 0.0 -0.2 -0.2 -0.934
H -1.314 1.761 4.228 -0.2 -0.2 -0.1 0.136
Cl 0.011 0.056 -1.081 0.0 0.4 -2.4 0.305
C -1.794 0.890 3.755 -0.2 0.1 0.0 -1.180
H -2.238 -2.734 1.683 0.3 0.0 -0.3 0.410
H -0.874 -1.414 4.786 0.7 0.2 -1.2 0.275
```
Positions in Å, forces in eV/Å.

Its HOMO energy (alpha / beta) is -3.120 / -3.260 eV. For the LUMO energy (alpha / beta), the calculation gives 2.447 / 2.440 eV. The relative energy (zero: lowest compared OMol25 entry of this formula, charge and spin) is 309.1 kJ/mol. Its net charge is -1. Its spin multiplicity is 3.

The following is a DFT calculation (ωB97M-V/def2-TZVPD) of a 3-piece molecular cluster, C7H12O overall.

The geometry in XYZ format:
```
20
Properties=species:S:1:pos:R:3:forces:R:3:mulliken_charge:R:1
C 0.854 1.092 -1.098 0.7 -3.8 -0.1 0.072
H -3.068 -1.974 0.399 -3.0 -3.7 -0.4 0.282
H 0.170 -1.665 2.252 0.6 1.1 0.2 0.061
H 2.695 -0.314 0.006 0.1 -1.2 0.1 0.303
H 0.592 -0.368 3.540 -0.4 0.3 0.5 0.301
C 1.727 -0.721 0.341 0.0 1.3 0.3 -0.759
C -0.157 1.699 -1.699 -5.2 2.5 -1.9 -0.186
H -1.683 -1.660 0.544 -1.3 1.2 -0.3 -0.040
O -2.618 -1.204 0.453 4.2 2.6 0.5 -0.737
H -0.079 -0.661 -0.989 -0.4 -1.1 -0.3 0.132
H -0.542 -2.609 0.379 0.3 0.6 -0.4 0.111
C 0.665 -0.699 2.528 1.6 1.4 -2.1 -0.693
H -2.161 1.986 -2.159 0.0 -0.4 -0.9 0.248
C -1.423 1.190 -2.089 1.9 1.0 1.5 -0.674
H -0.009 2.761 -1.890 -0.4 0.2 -0.1 0.318
C 1.428 0.031 1.616 -1.2 -3.3 3.7 -0.035
H -1.744 0.122 -2.169 0.6 1.1 0.3 0.293
H 2.020 0.914 1.911 -0.7 -0.4 -0.3 0.370
C 0.777 -0.108 -0.587 2.0 0.0 0.2 0.251
H 1.526 -1.799 0.483 0.5 0.6 -0.4 0.383
```
Positions in Å, forces in eV/Å.

Its HOMO energy is -7.557 eV. For the LUMO energy, the calculation gives -3.403 eV. The relative energy (zero: lowest compared OMol25 entry of this formula, charge and spin) is 1043.3 kJ/mol.

The following is a DFT calculation (ωB97M-V/def2-TZVPD) of the molecule C4H6N2O.

The geometry in XYZ format:
```
13
Properties=species:S:1:pos:R:3:forces:R:3:mulliken_charge:R:1
H 0.312 1.483 0.984 -0.1 -0.2 0.1 0.273
H -2.646 -0.408 0.947 0.2 0.2 -0.1 0.326
H 2.450 0.345 0.506 -0.6 0.1 0.1 0.328
H -1.940 -0.832 -1.587 0.1 0.2 0.2 0.379
C 1.512 -0.225 0.589 -0.5 0.1 0.5 -0.888
C 0.915 0.754 -1.520 -0.3 -0.4 -1.8 -0.134
C -1.106 -0.298 -1.143 -0.1 -0.1 0.4 -0.627
C -0.966 0.097 0.141 0.7 -0.3 -0.3 0.635
N -0.006 0.054 -1.931 0.2 0.6 -0.2 -0.297
H 1.600 -1.047 -0.140 -0.5 0.5 0.2 0.326
O -1.831 0.054 1.189 0.1 -0.2 -0.1 -0.487
H 1.409 -0.643 1.580 0.2 -0.2 0.3 0.365
N 0.297 0.668 0.386 0.5 -0.3 0.7 -0.199
```
Positions in Å, forces in eV/Å.

Its HOMO energy is -8.497 eV. For the LUMO energy, the calculation gives 0.501 eV. The relative energy (zero: lowest compared OMol25 entry of this formula, charge and spin) is 389.1 kJ/mol.

The following is a DFT calculation (ωB97M-V/def2-TZVPD) of the molecule C4H7NO2.

The geometry in XYZ format:
```
14
Properties=species:S:1:pos:R:3:forces:R:3:mulliken_charge:R:1
C -0.774 1.362 0.223 -0.2 -0.9 1.2 -0.356
C -0.250 -0.909 -0.895 -0.3 -0.1 -0.1 -0.565
H 2.938 -0.214 -0.067 -0.4 0.0 0.1 0.369
H -0.630 -0.913 -1.923 0.0 0.0 0.1 0.370
H 0.216 1.750 -0.062 -0.2 -0.7 0.8 0.205
O 1.442 -0.060 1.287 -1.1 -0.6 0.8 -0.599
C 1.850 -0.317 0.058 -0.3 -0.1 -0.2 0.101
C -1.180 0.013 -0.114 -0.4 -0.3 -0.8 0.054
O -0.999 0.093 1.288 0.8 2.1 -0.8 -0.493
H -1.479 2.102 0.555 -0.3 0.0 -0.3 0.285
H 0.343 -0.206 1.483 2.2 0.5 -0.9 0.452
N 1.169 -0.639 -0.973 0.3 0.1 0.2 -0.544
H -2.224 -0.141 -0.356 -0.1 -0.1 -0.2 0.455
H -0.422 -1.922 -0.502 0.0 0.1 0.0 0.266
```
Positions in Å, forces in eV/Å.

Its HOMO energy is -9.402 eV. For the LUMO energy, the calculation gives 0.704 eV. The relative energy (zero: lowest compared OMol25 entry of this formula, charge and spin) is 316.9 kJ/mol.

Question: Look up the relative energy (zero: lowest compared OMol25 entry of this formula, charge and spin) of the fourth one.
Answer: 316.9 kJ/mol

Question: Which of these has the highest relative energy (zero: lowest compared OMol25 entry of this formula, charge and spin)?
Answer: C7H12O

Question: Which value of relative energy (zero: lowest compared OMol25 entry of this formula, charge and spin) does entry 4 give?
Answer: 316.9 kJ/mol